{
  "formula": "C9H10N2STi",
  "method": "the ωB97M-V functional and the def2-TZVPD basis",
  "symbols": ["Ti", "S", "N", "N", "C", "C", "C", "C", "C", "C", "C", "C", "C", "H", "H", "H", "H", "H", "H", "H", "H", "H", "H"],
  "xyz": [[0.177, 0.233, 0.290], [1.540, 2.381, -0.311], [2.918, 4.700, 0.549], [-0.060, 0.461, 1.996], [2.321, 3.733, 0.230], [0.513, -2.555, 1.717], [1.697, -1.545, -0.401], [-2.030, -0.350, -0.094], [-0.866, 0.071, -2.064], [-1.351, -0.968, -1.195], [-1.933, 1.083, -0.260], [0.923, -1.841, 0.657], [-1.204, 1.337, -1.481], [-2.541, -0.880, 0.723], [-0.386, -0.079, -3.045], [-0.195, -2.062, 2.400], [2.709, -1.123, -0.284], [-1.286, -2.051, -1.390], [0.818, -3.573, 1.967], [0.149, 0.746, 2.950], [-2.360, 1.848, 0.401], [-1.016, 2.316, -1.930], [1.464, -1.881, -1.427]],
  "forces_ev_per_a": [[-1.6787, 4.2888, 1.3564], [-0.6414, -1.3033, -1.0365], [-1.4381, -2.1506, -0.7588], [1.4173, -1.0211, -2.1100], [1.6699, 2.2169, 1.5571], [-0.4581, 1.8421, -0.5813], [-0.0095, -0.6801, 0.0501], [0.0634, 0.3194, -0.5140], [-0.0977, 0.2407, 0.5009], [-0.2224, 0.5602, -0.0172], [0.3077, -0.5779, -0.5840], [1.6898, -3.3229, 1.4369], [-0.5186, -1.1214, 0.2876], [0.3982, 0.4133, -0.4987], [-0.1640, 0.1218, 0.7987], [0.3732, -0.4767, -0.3590], [-0.5814, 0.0107, 0.2124], [0.0336, 0.7749, 0.2364], [0.1669, 0.2832, -0.5540], [-0.4310, 0.0634, -0.1152], [0.3479, -0.5366, -0.3471], [0.0921, -0.5065, 0.3951], [-0.3192, 0.5616, 0.6443]],
  "mol_weight_g_mol": 226.1,
  "homo_energy_ev": -8.4,
  "de_lowest_kcal_mol": 0.0,
  "total_energy_ev": -46422.3508,
  "total_charge": 0,
  "orbital_gap_ha": 0.2399
}


{
  "formula": "C20H12CoF5N9SSi",
  "method": "the ωB97M-V functional and the def2-TZVPD basis",
  "symbols": ["Co", "S", "Si", "F", "F", "F", "F", "F", "N", "N", "N", "N", "N", "N", "N", "N", "N", "C", "C", "C", "C", "C", "C", "C", "C", "C", "C", "C", "C", "C", "C", "C", "C", "C", "C", "C", "C", "H", "H", "H", "H", "H", "H", "H", "H", "H", "H", "H", "H"],
  "xyz": [[1.123, 1.325, -0.201], [-1.022, 1.691, -1.018], [1.345, -0.610, 1.171], [-4.603, 3.225, 3.430], [-0.279, 2.243, 1.884], [-1.927, 2.938, 3.880], [-3.966, 2.100, -1.081], [-5.595, 2.802, 0.922], [4.317, 0.725, -2.974], [1.782, 4.163, 0.573], [2.552, 5.136, 0.258], [2.093, 3.089, -0.192], [2.579, -0.380, -2.503], [3.743, 2.772, -1.931], [2.343, 0.829, -1.950], [3.736, -0.441, -3.100], [3.398, 4.782, -0.734], [-1.417, -1.361, 1.266], [-4.281, 2.663, 1.154], [-2.422, 2.733, 2.654], [-2.051, 2.153, 0.317], [-1.032, -3.565, 2.894], [-0.031, -3.603, -2.081], [3.081, 3.528, -0.970], [-0.111, -1.660, 1.687], [1.685, -1.488, -2.408], [0.322, -1.258, -2.467], [1.342, -3.815, -2.063], [-0.538, -2.328, -2.285], [-3.781, 2.879, 2.429], [2.216, -2.753, -2.220], [-3.425, 2.305, 0.130], [-1.585, 2.378, 1.610], [3.457, 1.493, -2.261], [0.046, -2.786, 2.512], [-2.316, -3.243, 2.467], [-2.499, -2.134, 1.651], [-1.580, -0.506, 0.620], [-0.065, -0.264, -2.622], [2.526, -1.424, 1.601], [1.737, -4.806, -1.892], [-3.161, -3.848, 2.769], [1.039, -3.052, 2.856], [-0.707, -4.431, -1.919], [-0.875, -4.425, 3.535], [-1.605, -2.152, -2.284], [-3.493, -1.869, 1.312], [3.285, -2.886, -2.163], [4.621, 3.136, -2.260]],
  "forces_ev_per_a": [[-0.1835, 0.2831, -0.2824], [0.0170, -0.0175, -0.0657], [-0.0293, -0.2425, 0.2591], [0.0669, -0.0267, -0.0834], [-0.1697, 0.0408, -0.0312], [-0.0558, -0.0208, -0.0854], [0.0604, 0.0115, 0.0731], [0.0468, -0.0066, 0.0295], [-0.1916, -0.2498, 0.0725], [-0.1239, -0.0848, 0.1810], [0.0061, 0.2244, 0.0052], [0.1649, 0.0044, -0.0608], [0.3002, 0.4429, 0.0205], [-0.0076, -0.0666, -0.0116], [0.1953, -0.0683, -0.0230], [-0.0619, 0.2154, -0.0562], [0.0003, -0.1514, 0.0102], [-0.0110, 0.0921, -0.0001], [0.0640, 0.0122, 0.1233], [-0.0184, 0.0154, -0.0058], [-0.0022, -0.0228, -0.0408], [-0.0275, -0.0042, 0.0072], [0.0169, 0.0180, -0.0003], [0.0127, -0.0161, -0.0676], [0.1290, -0.0235, -0.0444], [0.0286, 0.1027, 0.0085], [0.0669, -0.0809, 0.0383], [-0.0402, 0.0081, -0.0003], [0.0207, -0.0431, 0.0145], [0.0157, -0.0152, -0.0540], [-0.0977, 0.0006, 0.0525], [-0.0217, 0.0133, 0.0024], [0.0394, 0.0089, 0.0776], [-0.1954, -0.3103, -0.0544], [0.0052, -0.0434, -0.0198], [-0.0168, -0.0368, 0.0245], [-0.0227, -0.0140, 0.0063], [0.0031, -0.0080, -0.0307], [-0.0179, 0.1017, 0.0061], [0.0524, 0.0547, -0.0030], [0.0011, -0.0334, -0.0001], [-0.0164, -0.0104, 0.0050], [0.0332, -0.0020, 0.0133], [-0.0132, -0.0218, 0.0035], [0.0009, -0.0270, 0.0109], [-0.0200, -0.0079, -0.0046], [-0.0450, 0.0065, -0.0188], [0.0558, 0.0009, -0.0004], [-0.0143, -0.0022, -0.0002]],
  "mol_weight_g_mol": 592.5,
  "homo_energy_ev": [-3.1, -5.5],
  "de_lowest_kcal_mol": 0.0,
  "total_energy_ev": -104272.4554,
  "spin_multiplicity": 5,
  "total_charge": -1,
  "orbital_gap_ha": [0.2010, 0.2871]
}


{
  "formula": "C3H14O4",
  "method": "the ωB97M-V functional and the def2-TZVPD basis",
  "symbols": ["O", "O", "O", "O", "C", "C", "C", "H", "H", "H", "H", "H", "H", "H", "H", "H", "H", "H", "H", "H", "H"],
  "xyz": [[-1.091, 2.310, -0.173], [-1.892, -2.203, 1.150], [-2.349, 0.590, 1.685], [0.808, -1.257, 0.312], [1.524, -0.473, -0.694], [2.045, 0.800, 0.018], [0.559, -0.211, -1.815], [1.083, -0.930, 1.167], [0.107, 0.780, -1.734], [3.015, 0.504, 0.451], [-1.214, -2.413, 1.807], [1.019, -0.210, -2.808], [-1.171, 1.700, 0.569], [-0.255, -0.939, -1.789], [-3.269, 0.692, 1.492], [-2.171, -0.367, 1.530], [-1.636, 1.839, -0.830], [2.425, -1.041, -0.935], [1.524, 1.206, 0.885], [2.266, 1.586, -0.702], [-1.328, -1.965, 0.415]],
  "forces_ev_per_a": [[-0.2645, -0.3503, -0.7592], [0.1216, 0.0556, 0.5170], [1.0621, -0.7861, 0.0854], [-0.0780, -0.1254, -0.5145], [-0.3094, 0.6406, 1.9751], [1.5460, -0.5788, -0.1407], [-0.2975, 0.3422, -0.8008], [0.1047, 0.0253, 0.2607], [0.0495, -0.0952, 0.3170], [-0.0373, 0.2365, -0.1322], [-0.2877, -0.1633, 0.1323], [0.0901, -0.3046, 0.1779], [-0.1685, 0.0169, 0.4667], [0.1997, -0.0938, -0.1715], [-0.8607, 0.1876, -0.1373], [-0.2349, 0.4350, 0.1752], [0.3032, 0.5315, 0.2398], [-0.3038, -0.1393, -0.6062], [-0.8105, -0.1051, -0.4769], [-0.1675, 0.1441, 0.0626], [0.3433, 0.1266, -0.6702]],
  "smiles": "CC(C)O.O.O.O",
  "mol_weight_g_mol": 114.1,
  "homo_energy_ev": -10.6,
  "de_lowest_kcal_mol": 15.2,
  "total_energy_ev": -11527.9489,
  "total_charge": 0,
  "orbital_gap_ha": 0.4108
}


{
  "formula": "C20H25N2O2",
  "method": "the ωB97M-V functional and the def2-TZVPD basis",
  "symbols": ["O", "O", "N", "N", "C", "C", "C", "C", "C", "C", "C", "C", "C", "C", "C", "C", "C", "C", "C", "C", "C", "C", "C", "C", "H", "H", "H", "H", "H", "H", "H", "H", "H", "H", "H", "H", "H", "H", "H", "H", "H", "H", "H", "H", "H", "H", "H", "H", "H"],
  "xyz": [[3.245, -2.210, 0.973], [0.533, 1.073, 2.806], [-1.022, -0.404, 0.755], [2.432, 2.507, -1.724], [-2.411, 1.585, 0.566], [3.596, 0.469, -1.506], [-3.443, -0.682, 0.821], [-0.938, -0.313, -0.724], [-3.194, 0.476, -0.150], [1.859, 1.030, 0.127], [-3.007, -1.211, -1.993], [3.834, -0.718, -0.874], [4.268, -3.116, 0.606], [3.097, -1.060, 0.280], [2.615, 1.367, -1.038], [0.734, 3.135, -0.179], [2.134, -0.194, 0.763], [-2.097, -1.357, 1.119], [0.864, 1.967, 0.535], [-2.516, -2.401, -2.278], [-2.331, -0.047, -1.312], [1.543, 3.359, -1.307], [-1.329, 0.908, 1.402], [-0.064, 1.740, 1.713], [-3.908, -0.306, 1.732], [-3.067, 2.166, 1.213], [4.102, -3.522, -0.396], [4.594, -1.382, -1.252], [1.278, 1.585, 3.138], [-2.003, -1.622, 2.173], [1.442, 4.269, -1.880], [-4.020, -0.977, -2.291], [1.666, -0.464, 1.699], [-0.108, -0.716, 1.113], [-3.114, -3.131, -2.792], [-1.972, -2.259, 0.520], [-2.248, 0.743, -2.066], [4.215, -3.922, 1.334], [-0.434, 2.726, 2.039], [-1.976, 2.266, -0.167], [-4.126, -1.403, 0.376], [-0.517, -1.246, -1.100], [-4.141, 0.864, -0.526], [-1.512, -2.719, -2.046], [4.156, 0.758, -2.380], [5.253, -2.647, 0.656], [-0.252, 0.490, -0.986], [0.014, 3.884, 0.116], [-1.723, 0.663, 2.395]],
  "forces_ev_per_a": [[-0.1912, 0.3084, 0.0278], [-0.0414, -0.0575, 0.1535], [0.6970, -0.2024, 0.3556], [0.1696, 0.4225, -0.4783], [-0.0541, -0.1213, -0.0440], [-0.0158, -0.1357, 0.1424], [-0.0691, 0.1584, -0.0690], [0.0553, 0.0934, -1.0516], [-0.1522, 0.1057, -0.1068], [0.2670, 0.2321, -0.3500], [0.0983, 0.2620, 0.0699], [0.1374, -0.0961, -0.0292], [0.2370, -0.2352, -0.0838], [-0.4489, 0.1968, 0.1343], [-0.2759, -0.4117, 0.6146], [0.0325, -0.4579, 0.2554], [0.2565, -0.4930, 0.1020], [-0.6323, -0.6295, 0.3004], [0.0360, 0.4168, 0.0450], [0.0071, -0.1288, -0.0434], [-0.1175, -0.0329, 0.0708], [-0.0342, 0.0606, -0.1180], [0.1121, 0.8688, 0.4614], [-0.3446, 0.0577, -0.1402], [-0.0026, -0.0395, 0.0468], [0.0677, 0.0149, 0.0563], [0.0095, 0.0244, 0.0416], [0.0783, -0.0693, -0.0477], [0.0626, 0.0065, -0.0175], [0.1432, 0.0812, -0.0837], [-0.0556, 0.1367, -0.0271], [-0.1884, -0.0431, -0.0912], [0.0554, 0.0056, 0.0393], [-0.2622, -0.0725, -0.1375], [-0.1642, -0.1283, -0.1140], [0.1200, 0.1032, 0.0157], [0.0789, 0.0163, 0.1343], [0.0473, 0.0430, -0.0909], [-0.0376, -0.1930, -0.1432], [0.0392, 0.0495, -0.0250], [0.0395, -0.0429, 0.0644], [0.0772, 0.0469, 0.1890], [0.0294, -0.0205, -0.0137], [0.2233, 0.0209, 0.0951], [0.0619, 0.0184, -0.1160], [-0.0343, -0.0073, -0.0043], [-0.0734, -0.1487, 0.1196], [-0.0743, 0.0990, 0.0651], [0.0305, -0.0825, -0.1742]],
  "smiles": "C=C[C@@H]1C[N@@H+]2CC[C@H]1C[C@@H]2[C@@H](O)c1ccnc2ccc(OC)cc12",
  "mol_weight_g_mol": 325.4,
  "homo_energy_ev": -11.2,
  "de_lowest_kcal_mol": 21.8,
  "total_energy_ev": -28214.5036,
  "total_charge": 1,
  "orbital_gap_ha": 0.3073
}